Record 1
Computed, not measured: C36H34N6O2S2Tl as an isolated structure, with ωB97M-V/def2-TZVPD.

## Properties
LUMO level (spin up / spin down) in eV: -10.69 / -10.66
Highest occupied orbital energy (spin up / spin down) in hartree: -0.5423 / -0.5423
Maximum force in Eh/bohr: 0.018
Total charge: +3
Multiplicity: 1

Positions of all 81 atoms, in Å:
Tl1 -0.781 -0.417 0.963
N1 2.724 2.484 3.436
C1 1.417 1.788 3.729
C2 0.360 2.769 4.201
C3 -0.978 2.054 4.419
N2 -1.571 1.665 3.125
C4 -0.795 0.838 5.334
C5 0.368 -0.103 5.004
N3 0.075 -0.968 3.841
C6 1.650 0.695 4.756
H1 2.586 3.476 3.244
H2 3.161 2.032 2.567
H3 3.373 2.410 4.219
H4 1.095 1.335 2.793
H5 0.233 3.580 3.475
H6 0.670 3.220 5.149
H7 -1.635 2.755 4.944
H8 -1.745 2.502 2.576
H9 -2.480 1.245 3.296
H10 -1.730 0.272 5.387
H11 -0.620 1.218 6.344
H12 0.541 -0.716 5.894
H13 -0.721 -1.558 4.060
H14 0.868 -1.586 3.698
H15 2.453 0.029 4.427
H16 1.961 1.150 5.702
O1 3.098 1.256 1.064
C7 2.097 0.846 0.437
O2 1.627 -0.312 0.436
C8 1.245 1.924 -0.227
C9 1.846 3.016 -0.896
C10 1.038 3.979 -1.423
C11 -0.366 3.891 -1.248
C12 -1.264 4.888 -1.700
C13 -2.604 4.779 -1.452
C14 -3.108 3.661 -0.749
C15 -2.265 2.673 -0.318
C16 -0.872 2.771 -0.554
N4 -0.050 1.792 -0.078
H17 2.923 3.058 -0.978
H18 1.455 4.823 -1.959
H19 -0.868 5.751 -2.221
H20 -3.280 5.562 -1.768
H21 -4.168 3.601 -0.535
H22 -2.638 1.819 0.238
S1 2.230 -5.803 1.956
C17 3.148 -7.215 2.015
C18 3.415 -7.762 0.750
C19 2.863 -7.014 -0.258
C20 2.158 -5.876 0.215
C21 1.471 -4.902 -0.556
C22 0.760 -3.819 0.061
N5 0.108 -2.910 -0.593
C23 0.097 -2.960 -1.953
C24 0.773 -3.976 -2.673
C25 0.761 -4.008 -4.109
C26 0.107 -3.059 -4.801
C27 -0.589 -2.011 -4.108
C28 -1.249 -1.009 -4.814
C29 -1.909 0.012 -4.130
C30 -1.901 -0.057 -2.697
N6 -1.297 -0.985 -2.021
C31 -0.616 -1.955 -2.692
C32 -2.565 1.075 -4.803
C33 -3.165 2.226 -4.228
C34 -3.708 3.068 -5.166
C35 -3.541 2.580 -6.472
S2 -2.718 1.114 -6.542
C36 1.455 -4.950 -1.950
H23 3.471 -7.611 2.968
H24 3.987 -8.667 0.609
H25 2.950 -7.270 -1.303
H26 0.749 -3.731 1.144
H27 1.290 -4.804 -4.617
H28 0.095 -3.066 -5.883
H29 -1.222 -1.030 -5.897
H30 -2.432 0.692 -2.119
H31 -3.174 2.424 -3.167
H32 -4.208 3.999 -4.947
H33 -3.886 3.050 -7.383
H34 1.970 -5.735 -2.488

Forces on the atoms, in the same order (eV/Å):
-0.44 -0.49 0.39
0.32 -0.35 -0.52
-0.15 -0.10 -0.02
-0.02 -0.01 -0.02
-0.04 -0.08 0.00
0.23 0.13 0.02
0.03 0.01 0.03
-0.06 -0.06 -0.01
0.21 0.25 0.11
-0.02 -0.07 -0.05
0.01 0.00 -0.08
-0.43 0.21 0.27
0.00 0.02 0.06
0.08 0.06 -0.05
-0.01 0.00 0.00
0.00 0.03 0.00
0.02 0.01 0.02
-0.07 0.02 0.02
0.01 -0.02 -0.02
0.01 0.00 -0.01
-0.04 -0.01 0.02
0.01 0.03 0.03
-0.01 0.01 -0.03
-0.04 -0.06 -0.01
-0.01 -0.02 0.01
0.03 -0.01 0.01
0.07 0.08 -0.19
-0.15 0.25 0.85
0.09 -0.31 -0.15
0.18 0.01 -0.21
-0.09 0.02 0.02
0.01 0.00 -0.01
0.02 -0.02 0.01
0.01 -0.01 -0.02
0.00 0.00 0.00
-0.05 0.01 0.00
0.01 -0.01 0.02
-0.06 0.10 0.01
0.20 0.40 -0.26
0.00 -0.01 0.03
0.00 0.01 0.00
0.00 0.00 0.00
-0.01 0.00 0.00
0.01 -0.01 -0.01
-0.03 0.03 -0.01
0.00 -0.01 -0.02
0.00 0.01 0.00
0.00 0.00 0.00
0.02 -0.03 0.00
-0.02 0.02 0.03
0.02 0.00 -0.01
-0.01 0.07 0.05
-0.05 -0.01 -0.22
0.08 -0.10 0.05
0.01 -0.01 0.00
-0.01 0.01 -0.02
0.02 -0.02 0.01
-0.02 0.02 -0.01
0.02 -0.01 -0.03
-0.02 0.00 0.01
-0.02 0.02 0.05
0.21 -0.09 -0.06
-0.05 0.04 -0.08
0.02 -0.01 -0.03
0.00 0.01 0.00
0.00 -0.01 0.00
0.00 0.01 0.00
-0.01 -0.01 0.03
0.00 -0.02 -0.01
0.00 -0.01 -0.01
0.00 0.00 0.01
-0.01 0.02 0.00
-0.01 0.00 0.00
0.00 0.00 0.00
0.00 0.00 0.00
0.00 -0.01 0.00
0.01 0.01 -0.01
0.01 0.00 0.04
0.00 0.00 -0.02
0.00 0.00 0.01
0.00 0.01 -0.01


Record 2
Computed, not measured: C2HBr2ClO as an isolated structure at a distorted geometry, with ωB97M-V/def2-TZVPD.

## Properties
LUMO level in eV: -1.17
Highest occupied orbital energy in hartree: -0.3340
Maximum force in Eh/bohr: 0.056
Total charge: 0
Multiplicity: 1

Positions of all 7 atoms, in Å:
C1 1.242 -0.392 -1.119
C2 -1.491 0.744 1.804
O1 0.308 0.182 -1.576
Cl1 1.527 -0.625 0.598
Br1 -2.404 1.957 0.693
Br2 -1.439 -1.040 1.226
H1 2.258 -0.826 -1.626

Forces on the atoms, in the same order (eV/Å):
1.99 -0.10 -1.11
0.18 0.13 0.40
1.01 -0.85 0.30
0.50 0.11 0.16
0.09 -0.61 -0.12
-1.11 0.35 -0.09
-2.65 0.97 0.46


Record 3
Computed, not measured: a 2-piece molecular cluster, C2H8OS2 overall at a distorted geometry, with ωB97M-V/def2-TZVPD.

## Properties
LUMO level in eV: 0.29
Highest occupied orbital energy in hartree: -0.3334
Maximum force in Eh/bohr: 0.037
Total charge: 0
SMILES: CCSS.O
Multiplicity: 1

Positions of all 13 atoms, in Å:
C1 1.368 0.938 0.422
C2 -0.198 1.043 0.574
S1 -0.859 0.698 2.183
S2 -1.071 -1.416 1.998
H1 1.800 -0.003 0.803
H2 1.754 1.773 1.029
H3 1.698 1.079 -0.621
H4 -0.669 2.034 0.434
H5 -0.677 0.339 -0.134
H6 -2.172 -1.372 1.217
O1 0.050 -1.714 -2.780
H7 -0.517 -2.478 -2.528
H8 -0.505 -0.922 -2.596

Forces on the atoms, in the same order (eV/Å):
-0.83 1.01 0.48
0.58 -0.42 -1.15
-0.28 -1.78 0.56
0.00 0.98 0.21
-0.54 0.31 -0.13
0.28 -0.41 -0.28
-0.28 -0.05 0.38
0.90 -0.15 -0.58
0.08 0.51 0.31
0.10 -0.02 0.18
-1.15 0.06 0.46
0.59 0.84 -0.25
0.56 -0.89 -0.20


Record 4
Computed, not measured: CHO2Pb as an isolated structure at a distorted geometry, with ωB97M-V/def2-TZVPD.

## Properties
LUMO level in eV: -7.00
Highest occupied orbital energy in hartree: -0.5102
Maximum force in Eh/bohr: 0.074
Total charge: +1
Multiplicity: 1

Positions of all 5 atoms, in Å:
H1 0.778 1.961 -0.267
O1 0.087 1.097 -0.594
C1 1.273 0.483 -0.223
O2 1.024 -0.451 0.576
Pb1 -1.143 -0.587 0.160

Forces on the atoms, in the same order (eV/Å):
-2.25 -1.37 -1.30
1.45 3.51 0.26
1.91 -0.85 0.96
-0.16 -0.42 -0.50
-0.94 -0.87 0.58


Record 5
Computed, not measured: a 8-piece molecular cluster, C45H59BrF21O18P overall at a distorted geometry, with ωB97M-V/def2-TZVPD.

## Properties
LUMO level in eV: 2.81
Highest occupied orbital energy in hartree: -0.0464
Maximum force in Eh/bohr: 0.072
Total charge: -2
Multiplicity: 1

Positions of all 145 atoms, in Å:
C1 1.814 -3.248 4.040
C2 1.238 -2.260 4.899
C3 1.185 -0.703 4.574
C4 -0.098 -0.464 3.666
C5 -1.399 -0.949 4.461
O1 -2.300 -1.461 3.771
O2 -1.496 -0.812 5.761
O3 0.014 -1.240 2.460
P1 0.610 -0.181 1.181
C6 1.022 0.749 -0.472
C7 2.528 1.190 -0.581
C8 2.868 2.531 0.161
Br1 1.716 4.058 -0.431
O4 0.503 1.339 2.054
C9 -0.420 0.985 3.115
C10 -0.897 2.117 4.092
C11 -2.455 2.130 4.288
C12 -3.062 2.009 5.627
C13 -4.521 1.984 5.786
C14 -5.424 2.078 4.627
C15 -4.844 2.229 3.302
C16 -5.669 2.330 1.969
C17 -3.393 2.253 3.175
H1 1.087 -3.837 3.417
H2 2.906 -3.441 3.930
H3 0.784 -2.642 5.852
H4 1.112 -0.204 5.585
H5 2.160 -0.445 4.096
H6 -0.752 -0.135 0.650
H7 0.678 -1.433 0.410
H8 1.991 -0.401 1.547
H9 0.700 0.045 -1.289
H10 0.295 1.609 -0.509
H11 2.782 1.344 -1.668
H12 3.154 0.329 -0.221
H13 2.768 2.450 1.268
H14 3.911 2.826 -0.146
H15 -1.359 0.786 2.509
H16 -0.404 2.088 5.105
H17 -0.636 3.102 3.600
H18 -2.375 1.919 6.497
H19 -4.902 1.884 6.830
H20 -6.535 2.033 4.768
H21 -6.069 1.301 1.737
H22 -6.481 3.096 2.017
H23 -4.931 2.549 1.131
H24 -2.947 2.369 2.151
C18 5.642 6.829 -3.840
C19 6.387 5.960 -2.848
O5 5.893 4.614 -2.879
C20 6.376 3.829 -3.846
O6 7.175 4.174 -4.672
C21 5.794 2.421 -3.718
F1 4.476 2.439 -3.487
F2 6.360 1.745 -2.702
F3 5.985 1.684 -4.823
H25 4.566 6.775 -3.661
H26 5.964 7.868 -3.759
H27 5.813 6.492 -4.864
H28 6.222 6.329 -1.837
H29 7.465 5.979 -3.026
C22 -6.909 3.679 -4.587
C23 -6.654 2.395 -3.823
O7 -5.406 2.462 -3.122
C24 -5.426 3.098 -1.942
O8 -6.399 3.602 -1.458
C25 -4.043 3.046 -1.293
F4 -3.054 3.321 -2.164
F5 -3.776 1.835 -0.786
F6 -3.905 3.921 -0.284
H30 -6.070 3.901 -5.247
H31 -7.818 3.599 -5.184
H32 -7.015 4.526 -3.908
H33 -6.576 1.560 -4.519
H34 -7.472 2.166 -3.137
C26 0.220 -5.051 0.831
C27 -0.881 -5.922 1.391
O9 -1.001 -7.152 0.633
C28 -0.147 -8.125 0.951
O10 0.697 -8.053 1.796
C29 -0.431 -9.366 0.102
F7 -0.633 -9.068 -1.196
F8 -1.537 -10.012 0.526
F9 0.573 -10.254 0.140
H35 0.060 -4.872 -0.235
H36 0.261 -4.090 1.350
H37 1.194 -5.533 0.927
H38 -1.838 -5.408 1.303
H39 -0.726 -6.135 2.450
C30 -4.153 -6.703 -0.399
C31 -3.558 -6.413 -1.761
O11 -4.497 -5.706 -2.591
C32 -4.569 -4.380 -2.401
O12 -3.925 -3.769 -1.605
C33 -5.567 -3.763 -3.383
F10 -6.708 -4.475 -3.473
F11 -5.056 -3.694 -4.629
F12 -5.918 -2.519 -3.040
H40 -5.102 -7.235 -0.500
H41 -3.470 -7.308 0.197
H42 -4.362 -5.780 0.145
H43 -3.335 -7.350 -2.273
H44 -2.620 -5.860 -1.679
C34 6.544 -7.531 1.288
C35 6.468 -6.017 1.282
O13 5.765 -5.548 0.124
C36 4.425 -5.563 0.208
O14 3.810 -5.941 1.160
C37 3.806 -4.992 -1.068
F13 4.395 -5.468 -2.186
F14 3.921 -3.657 -1.115
F15 2.503 -5.274 -1.169
H45 6.983 -7.896 0.357
H46 7.147 -7.882 2.127
H47 5.549 -7.973 1.368
H48 7.473 -5.597 1.227
H49 6.008 -5.634 2.195
C38 -2.108 7.306 -7.425
C39 -3.044 6.693 -8.446
O15 -4.311 6.371 -7.847
C40 -5.182 7.379 -7.734
O16 -4.975 8.505 -8.088
C41 -6.492 6.876 -7.127
F16 -6.287 6.065 -6.076
F17 -7.215 6.175 -8.023
F18 -7.276 7.874 -6.699
H50 -2.004 6.650 -6.558
H51 -1.122 7.476 -7.860
H52 -2.494 8.260 -7.060
H53 -2.627 5.756 -8.813
H54 -3.181 7.346 -9.310
C42 6.319 2.440 7.175
C43 6.532 2.419 5.675
O17 6.486 1.078 5.173
C44 5.255 0.578 4.954
O18 4.240 1.170 5.156
C45 5.353 -0.835 4.376
F19 6.266 -1.594 5.023
F20 5.723 -0.813 3.081
F21 4.197 -1.491 4.437
H55 7.037 1.785 7.672
H56 6.434 3.453 7.566
H57 5.323 2.080 7.435
H58 7.524 2.807 5.437
H59 5.807 3.051 5.158

Forces on the atoms, in the same order (eV/Å):
-0.64 0.59 0.70
0.85 0.08 -0.72
1.50 -1.21 1.91
-0.50 -0.72 0.11
-1.38 -0.60 2.05
0.56 0.37 -0.13
1.30 0.42 -2.39
0.89 2.17 1.25
-0.57 -1.94 -3.09
0.27 0.53 0.36
-1.20 0.38 -1.10
0.84 -1.06 -0.23
0.52 -0.52 0.21
-0.40 -0.88 1.85
-1.56 -0.24 -0.75
-0.08 0.61 -0.05
-2.22 -0.24 0.94
-1.08 0.21 -2.06
1.18 0.24 -1.70
2.06 0.11 0.13
1.17 0.00 0.97
1.10 -0.74 0.33
0.10 -0.06 1.11
0.73 -0.89 1.85
-0.89 1.43 -1.44
-1.53 0.60 -1.77
-0.19 -0.03 -1.23
-1.07 0.17 -0.05
-0.17 0.61 0.64
0.33 -0.18 0.03
0.13 0.48 0.34
0.61 0.56 0.67
1.01 -0.55 -0.02
0.00 -0.07 0.90
-0.28 0.96 0.04
-0.16 0.16 -0.94
-1.06 -0.04 0.53
0.68 -0.22 0.94
-0.46 -0.07 -1.01
-0.10 -0.96 0.47
-0.78 -0.09 -0.71
0.11 0.04 -1.10
1.17 0.05 -0.14
0.04 1.09 0.23
0.62 -0.67 -0.13
-1.26 -0.07 1.33
-0.54 -0.18 1.01
-0.16 -0.15 -0.27
0.10 0.66 0.03
0.10 -0.67 -0.14
0.27 1.22 0.34
-0.16 -0.50 -0.05
-0.92 -1.55 0.18
0.35 0.40 -0.11
0.20 0.49 -0.13
0.25 0.56 0.04
0.07 0.06 0.13
0.01 -0.05 0.05
0.11 0.04 0.05
-0.14 -0.31 0.02
-0.10 -0.20 -0.13
0.15 0.14 0.17
-0.51 0.02 -0.34
0.34 -0.01 0.44
-0.88 -0.21 -0.65
0.42 0.06 0.19
1.98 -0.15 0.97
-0.56 0.08 -0.27
-0.55 0.10 -0.39
-0.58 0.06 -0.55
-0.06 -0.18 -0.02
0.04 -0.03 0.01
-0.08 -0.08 0.01
0.29 -0.02 0.14
0.18 0.12 0.13
0.27 -0.22 -0.14
0.14 1.09 0.41
0.04 -1.04 -0.18
-0.22 1.57 0.55
0.02 -0.73 -0.29
-0.05 -0.97 -0.76
0.04 0.17 0.29
0.12 0.30 0.14
-0.10 0.39 0.22
-0.14 0.15 0.08
-0.15 0.03 -0.08
-0.08 0.00 0.18
-0.06 -0.28 -0.17
0.08 -0.23 -0.15
-0.30 0.20 0.11
0.42 -0.39 0.52
-0.32 0.44 -0.50
0.87 -0.89 0.68
-0.41 0.34 -0.35
-0.93 0.69 -0.71
0.31 -0.08 0.17
0.17 -0.19 0.30
0.33 -0.37 0.18
0.09 -0.08 -0.06
0.01 0.04 -0.09
0.14 -0.01 -0.02
-0.19 0.14 -0.21
-0.19 0.16 -0.02
-0.24 -0.16 -0.17
0.31 -0.25 0.48
-0.34 0.28 -0.36
0.74 -0.28 0.91
-0.25 0.09 -0.47
-0.84 0.83 -1.23
0.15 -0.20 0.38
0.24 -0.35 0.35
0.48 -0.23 0.30
0.10 0.06 0.07
-0.01 0.06 -0.02
0.03 0.07 0.11
-0.13 0.12 -0.26
-0.18 -0.03 -0.18
-0.18 0.13 0.28
0.74 0.13 -0.18
-0.75 0.06 0.07
1.27 -0.06 -0.54
-0.54 -0.08 0.22
-1.32 -0.45 0.83
0.30 0.38 -0.38
0.42 0.17 -0.14
0.51 0.05 -0.29
0.07 -0.06 -0.12
-0.05 -0.05 -0.02
0.03 0.01 -0.12
-0.29 -0.11 0.14
-0.21 0.04 0.17
-0.17 -0.23 0.13
0.02 0.49 0.27
-0.01 -0.40 -0.32
0.15 1.06 0.32
0.06 -0.46 -0.12
-0.45 -1.62 -0.65
0.05 0.43 0.13
0.10 0.44 0.28
0.51 0.66 0.26
0.07 0.10 -0.05
0.01 -0.02 -0.05
0.00 0.11 -0.08
0.03 -0.28 -0.12
-0.10 -0.23 0.02


Record 6
Computed, not measured: one molecule with the formula C3H9N at a distorted geometry, with ωB97M-V/def2-TZVPD.

## Properties
LUMO level in eV: 1.16
Highest occupied orbital energy in hartree: -0.3015
Maximum force in Eh/bohr: 0.082
Total charge: 0
SMILES: CN(C)C
Multiplicity: 1

Positions of all 13 atoms, in Å:
C1 0.386 1.246 -0.279
N1 0.303 -0.194 -0.175
C2 0.673 -0.863 0.977
C3 -0.942 -0.506 -0.751
H1 1.376 1.545 0.082
H2 -0.510 1.904 0.300
H3 0.381 1.645 -1.326
H4 1.534 -1.537 0.885
H5 -0.180 -1.420 1.278
H6 0.821 0.045 1.778
H7 -0.741 -0.798 -1.804
H8 -1.451 -1.431 -0.339
H9 -1.651 0.366 -0.625

Forces on the atoms, in the same order (eV/Å):
0.16 1.86 0.94
-0.42 2.24 -2.48
0.83 2.53 3.27
-2.02 -1.81 -1.11
-0.29 0.28 0.33
2.12 -1.82 -1.09
-0.31 -0.79 0.66
0.08 0.38 0.16
-0.54 -0.80 0.86
0.18 -2.67 -1.12
-0.81 0.64 0.16
0.67 0.99 -0.05
0.35 -1.03 -0.51